i:
19
Properties=species:S:1:pos:R:3:lowdin_charge:R:1 method="wB97M-V/def2-TZVPD" e_lumo_ha=0.0298 homo_lumo_gap_ev=9.72
H -2.68 -2.05 1.93 0.048
N -2.10 -1.89 1.11 0.080
C -1.16 -1.06 1.28 -0.196
N -0.36 -0.56 0.11 -0.133
C -0.52 -1.30 -1.13 -0.075
C 0.94 -0.10 0.42 -0.428
O 1.05 0.57 1.62 0.000
N 1.30 0.80 -0.84 -0.064
C 0.58 2.06 -0.90 -0.150
H -0.91 -0.55 2.22 0.118
H 0.22 -2.10 -1.21 0.090
H -1.51 -1.74 -1.10 0.067
H -0.40 -0.62 -1.97 0.076
H 1.69 -0.91 0.44 0.155
H 0.40 1.29 1.63 0.096
H 2.30 0.97 -0.78 0.093
H 0.84 2.57 -1.83 0.078
H -0.49 1.86 -0.90 0.076
H 0.81 2.75 -0.07 0.069

---

ii:
19
Properties=species:S:1:pos:R:3:lowdin_charge:R:1 method="wB97M-V/def2-TZVPD" e_lumo_ha=0.0190 homo_lumo_gap_ev=8.94
C -2.26 -0.73 0.05 -0.176
C -0.67 -1.10 0.33 -0.247
C 1.48 -0.89 -0.54 -0.270
C 1.99 0.32 0.24 -0.226
H -2.51 2.22 -0.12 0.078
H -1.18 1.35 0.41 0.103
H -2.81 -1.71 0.39 0.110
H -0.35 -2.19 0.40 0.104
H -0.35 -0.69 1.37 0.114
H 0.19 0.72 -0.77 0.190
H 1.75 -1.81 0.26 0.165
H 2.05 -1.05 -1.47 0.101
H 1.71 0.30 1.34 0.131
H 2.95 0.58 0.22 0.068
H 1.61 2.10 -0.67 0.106
N -2.02 1.35 -0.27 -0.056
N -2.87 0.34 -0.26 -0.068
N 0.05 -0.64 -0.90 -0.118
O 1.25 1.54 0.01 -0.108

---

iii:
19
Properties=species:S:1:pos:R:3:lowdin_charge:R:1 method="wB97M-V/def2-TZVPD" e_lumo_ha="0.0120 / 0.0101" homo_lumo_gap_ev="7.29 / 6.80"
C 1.45 0.72 -0.33 -0.147
C -0.79 0.17 -1.15 -0.314
C -0.49 -1.41 1.01 -0.063
N 0.06 1.20 -0.69 -0.181
C 1.45 -0.20 0.81 -0.252
N -2.17 0.41 -1.16 0.065
O -0.55 1.90 0.41 -0.035
N 2.36 -0.76 1.46 0.090
H -0.53 1.28 1.16 0.085
H -2.45 1.31 -0.80 0.082
H -2.65 0.16 -2.01 0.083
H 3.32 -0.62 1.11 0.060
H 1.84 0.27 -1.25 0.128
H 2.02 1.63 -0.11 0.128
H -0.39 -0.30 -2.05 0.134
H -0.58 -0.76 -0.17 0.039
H 0.17 -2.27 0.93 0.031
H -1.54 -1.67 0.81 0.036
H -0.52 -1.06 2.03 0.029

---

iv:
19
Properties=species:S:1:pos:R:3:lowdin_charge:R:1 method="wB97M-V/def2-TZVPD" e_lumo_ha=0.0261 homo_lumo_gap_ev=9.47
C -0.24 3.05 -0.29 -0.133
N -1.03 1.91 -0.47 -0.015
C -0.61 0.58 -0.12 -0.373
O -1.39 -0.28 -0.55 0.003
C 0.32 0.13 1.05 -0.158
N 0.50 -1.32 1.30 -0.044
C 1.41 -1.95 0.24 -0.290
N 0.88 -2.24 -1.09 -0.007
H -0.13 3.24 0.85 0.106
H -0.76 4.04 -0.76 0.137
H 0.69 2.95 -0.76 0.049
H -1.86 1.85 -0.92 0.084
H -0.17 0.51 2.08 0.169
H 1.18 0.73 1.07 0.076
H -0.39 -1.77 1.28 0.080
H 2.19 -1.13 0.01 0.113
H 2.04 -2.84 0.59 0.119
H 0.40 -3.13 -1.29 0.077
H 0.20 -1.51 -1.15 0.010

---

Most favorable structure: i. The second most favorable one is 0.745 eV above it.

---

i:
19
Properties=species:S:1:pos:R:3:lowdin_charge:R:1 method="wB97M-V/def2-TZVPD" e_lumo_ha=0.0338 homo_lumo_gap_ev=10.25
H 1.70 3.37 0.83 0.044
N 2.05 2.44 0.59 0.120
C 1.24 1.62 0.10 -0.550
C 1.75 0.27 -0.30 -0.056
N -0.12 1.86 -0.21 0.071
H 1.63 0.16 -1.37 0.082
H 2.80 0.22 -0.04 0.071
H 1.19 -0.52 0.19 0.033
H -0.30 2.85 -0.27 0.077
H -0.75 1.43 0.49 0.099
C -0.50 -2.44 1.49 -0.013
N -0.60 -1.69 0.49 -0.061
O -1.86 -1.55 -0.04 -0.183
C -1.84 -0.77 -1.23 -0.093
H -1.32 -2.97 1.95 0.080
H 0.49 -2.55 1.92 0.068
H -1.59 -1.40 -2.09 0.086
H -1.12 0.05 -1.16 0.037
H -2.85 -0.38 -1.35 0.088

---

ii:
19
Properties=species:S:1:pos:R:3:lowdin_charge:R:1 method="wB97M-V/def2-TZVPD" e_lumo_ha=0.0315 homo_lumo_gap_ev=7.61
C -0.43 -0.39 -0.49 -0.381
C -1.60 0.29 0.95 -0.205
N 0.58 -1.17 0.07 -0.017
N -2.88 0.72 0.50 -0.026
N 2.36 0.79 -1.33 0.048
C 1.74 -0.56 0.61 -0.166
C 2.51 0.34 -0.03 -0.227
O -1.32 -1.05 -1.30 -0.014
H -1.48 -1.95 -0.96 0.104
H 0.26 -1.96 0.62 0.123
H -0.48 0.71 -0.40 0.131
H -3.24 0.10 -0.22 0.064
H -2.85 1.66 0.12 0.066
H 1.45 0.61 -1.73 0.062
H 2.71 1.71 -1.52 0.078
H -1.66 -0.67 1.48 0.076
H -1.10 1.03 1.57 0.088
H 2.04 -0.91 1.59 0.096
H 3.40 0.69 0.48 0.100

---

iii:
19
Properties=species:S:1:pos:R:3:lowdin_charge:R:1 method="wB97M-V/def2-TZVPD" e_lumo_ha=0.0330 homo_lumo_gap_ev=8.58
C 1.68 0.19 -0.53 -0.175
C -0.37 2.24 -0.27 -0.045
C -0.66 0.79 -0.53 -0.343
N 0.30 -0.14 -0.84 -0.103
H -1.59 0.65 -1.10 0.122
H 1.87 0.44 0.53 0.063
H 2.04 1.04 -1.12 0.073
H 2.31 -0.66 -0.79 0.069
H -1.27 2.75 0.10 0.081
H -0.07 2.71 -1.21 0.088
H 0.42 2.37 0.46 0.076
C -0.62 -1.07 0.61 -0.601
N -1.46 -1.98 -0.01 0.149
N 0.26 -1.61 1.49 0.179
O -1.13 0.13 0.93 -0.045
H 0.90 -0.97 1.94 0.102
H 0.55 -2.57 1.40 0.110
H -2.16 -1.54 -0.58 0.098
H -1.00 -2.75 -0.48 0.102

---

iv:
19
Properties=species:S:1:pos:R:3:lowdin_charge:R:1 method="wB97M-V/def2-TZVPD" e_lumo_ha=0.0293 homo_lumo_gap_ev=9.38
H -1.85 -1.27 1.20 0.067
N -1.47 -1.10 0.28 0.126
C -0.24 -0.74 0.26 -0.477
C 0.75 -0.74 1.39 -0.016
N 0.22 -0.22 -0.96 -0.244
C 1.56 -0.49 -1.44 -0.040
O -0.71 -0.41 -2.01 -0.029
H 1.43 -1.59 1.29 0.089
H 0.21 -0.82 2.34 0.086
H 1.33 0.18 1.41 0.078
H 2.28 -0.05 -0.75 0.085
H 1.65 -0.05 -2.42 0.092
H 1.76 -1.57 -1.52 0.094
H -1.49 -0.77 -1.52 0.066
C -0.73 2.08 0.58 -0.186
N -1.95 1.93 0.81 0.021
H -0.14 1.63 -0.37 0.102
H -0.13 2.54 1.37 0.052
H -2.46 1.47 0.06 0.034

---

Most favorable structure: iii. The second most favorable one is 0.797 eV above it.

---

i:
19
Properties=species:S:1:pos:R:3:lowdin_charge:R:1 method="wB97M-V/def2-TZVPD" e_lumo_ha=0.0282 homo_lumo_gap_ev=9.72
C 0.58 -1.95 0.12 -0.054
C 0.18 -0.59 -0.42 -0.384
C 1.33 0.04 -1.20 -0.265
N 1.06 1.31 -1.82 0.006
N -0.22 0.31 0.65 0.075
C -1.53 0.68 0.81 -0.625
N -1.81 1.26 2.02 0.151
O -2.36 0.54 -0.07 0.040
H -0.30 -2.40 0.58 0.079
H 0.99 -2.60 -0.64 0.076
H 1.30 -1.87 0.94 0.075
H -0.67 -0.71 -1.08 0.137
H 2.14 0.17 -0.48 0.109
H 1.65 -0.67 -1.96 0.117
H 0.49 1.25 -2.65 0.068
H 0.62 1.98 -1.20 0.060
H 0.46 0.43 1.38 0.140
H -1.13 1.33 2.75 0.091
H -2.77 1.49 2.24 0.103

---

ii:
19
Properties=species:S:1:pos:R:3:lowdin_charge:R:1 method="wB97M-V/def2-TZVPD" e_lumo_ha=0.0303 homo_lumo_gap_ev=9.01
C -0.93 0.52 -2.55 -0.102
O -0.16 0.16 -1.37 -0.256
N -0.84 -0.98 -0.96 0.001
C -1.05 -0.99 0.33 -0.235
N -0.83 -0.09 1.27 0.027
C 0.17 0.97 1.38 -0.209
C 1.55 0.52 1.52 -0.321
N 1.98 -0.38 0.53 0.012
H -1.93 0.75 -2.22 0.069
H -0.52 1.46 -2.91 0.071
H -0.89 -0.24 -3.45 0.118
H -1.43 -1.86 0.68 0.091
H -1.47 -0.29 2.00 0.116
H -0.27 1.57 2.15 0.117
H 0.07 1.49 0.44 0.103
H 1.61 0.00 2.56 0.146
H 2.17 1.39 1.50 0.103
H 1.94 -0.09 -0.43 0.060
H 1.52 -1.31 0.68 0.090

---

Most favorable structure: i. The second most favorable one is 4.210 eV above it.

---

i:
10
Properties=species:S:1:pos:R:3:lowdin_charge:R:1 method="wB97M-V/def2-TZVPD" e_lumo_ha="0.1561 / 0.1561" total_charge=-1 homo_lumo_gap_ev="6.63 / 6.63"
C 0.78 -0.96 0.40 -0.245
C -1.39 -0.46 0.07 -0.235
C 0.69 0.36 0.07 -0.571
C -0.71 0.83 0.49 -0.165
O -2.36 -0.69 -0.64 -0.041
O 1.59 1.01 -0.55 -0.098
O 1.58 -1.70 -0.28 -0.052
H -1.15 1.76 -0.07 0.125
H -0.99 1.01 1.63 0.125
H 1.95 -1.17 -1.13 0.157

---

ii:
10
Properties=species:S:1:pos:R:3:lowdin_charge:R:1 method="wB97M-V/def2-TZVPD" e_lumo_ha=0.1538 total_charge=-1 homo_lumo_gap_ev=8.58
C 1.75 -1.10 0.68 0.049
C 1.06 -0.28 0.17 -0.120
C 0.02 0.75 -0.10 -0.420
O -0.49 1.14 1.06 -0.071
C -1.09 -0.15 -0.87 -0.737
O -2.04 -0.28 -0.13 0.000
O -0.92 -0.53 -2.00 -0.001
H 2.62 -1.75 1.12 0.055
H 0.52 1.53 -0.80 0.153
H -1.43 0.67 0.87 0.093

---

Most favorable structure: ii. The second most favorable one is 2.700 eV above it.